An isolated molecule of C4H5N3O2 at a distorted geometry, computed with ωB97M-V with the def2-TZVPD basis set.

Computed properties:
F_max   0.1008 Eh/bohr
Energy above the lowest of the compared OMol25 structures with the same formula, charge and spin   862.8 kJ/mol
Kohn-Sham gap   10.2106 eV
SMILES   O=C1ON=CNN2C[C@@H]12
Energy   -12786.932 eV

```
! wB97M-V def2-TZVPD RIJCOSX def2/J DEFGRID3
* xyz 0 1
O -2.34 0.09 -0.49
C -1.28 -0.21 0.16
O -1.16 -1.50 0.57
N 0.06 -1.88 0.94
C 0.99 -1.46 0.21
N 0.82 -0.54 -0.83
N 0.97 0.62 0.03
C -0.21 1.62 -0.44
C -0.29 0.82 0.82
H 1.94 -2.07 0.36
H 1.52 -0.33 -1.72
H 0.43 2.57 -0.25
H -1.02 1.32 -1.32
H -0.44 0.96 1.97
*
```

Atom charges from the Mulliken analysis, given in e for atoms 1 to 5: -0.61 0.62 -0.12 -0.38 0.00


A cluster of 8 separate species, C45H53F3IN11O8P5S2 in total at a distorted geometry, computed with ωB97M-V with the def2-TZVPD basis set.

Computed properties:
F_max   0.0427 Eh/bohr
Kohn-Sham gap   6.1843 eV
Energy   -164657.448 eV

```
! wB97M-V def2-TZVPD RIJCOSX def2/J DEFGRID3
* xyz 1 1
C -4.90 1.43 7.23
C -3.60 1.44 6.43
S -4.01 1.37 4.68
C -2.46 0.82 3.93
C -1.68 1.85 3.11
P -2.84 2.39 1.72
S -3.87 0.95 0.91
N -0.38 1.23 2.68
P -0.09 1.20 0.94
O 0.34 2.52 0.48
C 0.57 1.60 3.59
N 1.82 1.05 3.56
C 2.18 -0.11 2.74
C 1.26 -1.32 2.96
O 0.48 -1.71 2.18
I 1.56 -2.29 4.84
C 2.97 1.59 4.31
F 2.92 2.90 4.34
F 3.04 1.08 5.52
F 4.07 1.22 3.66
N 0.14 2.54 4.48
P -0.03 2.33 6.32
O 0.23 0.75 6.49
O 1.39 2.92 6.77
C -1.13 3.11 3.84
O -1.91 3.57 4.94
C -2.85 4.43 4.66
N -3.68 5.15 4.39
P -0.46 4.48 2.73
P 0.28 6.06 4.06
O -0.71 7.11 4.27
O 1.57 6.48 3.31
O 0.83 5.37 5.38
H -5.73 1.87 6.69
H -4.76 2.02 8.13
H -5.16 0.43 7.55
H -3.01 0.56 6.68
H -3.01 2.31 6.67
H -1.82 0.36 4.68
H -2.74 0.05 3.22
H -2.06 3.11 0.82
H -3.64 3.34 2.35
H -1.27 0.70 0.42
H 0.83 0.21 0.70
H 2.25 0.14 1.70
H 3.16 -0.44 3.04
H 0.35 0.17 5.73
H 1.30 3.26 7.67
H -1.62 5.06 2.21
H 2.01 5.77 2.76
H 0.11 5.06 5.94
N -0.45 -5.60 -0.07
C -0.24 -6.91 0.00
C 0.26 -7.54 1.12
C 0.57 -6.78 2.23
C 0.36 -5.41 2.17
C -0.15 -4.87 1.00
H -0.49 -7.48 -0.89
H 0.41 -8.62 1.13
H 0.96 -7.24 3.13
H 0.59 -4.78 3.02
H -0.34 -3.81 0.91
N -0.97 -4.87 -5.78
C 0.31 -4.66 -6.09
C 1.27 -4.29 -5.16
C 0.87 -4.13 -3.84
C -0.46 -4.34 -3.50
C -1.33 -4.71 -4.51
H 0.57 -4.79 -7.13
H 2.29 -4.14 -5.46
H 1.59 -3.85 -3.08
H -0.80 -4.23 -2.49
H -2.38 -4.89 -4.30
N 6.03 1.28 10.11
C 5.09 1.17 9.19
C 5.36 1.05 7.83
C 6.68 1.03 7.42
C 7.67 1.14 8.38
C 7.30 1.26 9.71
H 4.07 1.18 9.55
H 4.55 0.96 7.12
H 6.93 0.94 6.37
H 8.72 1.14 8.10
H 8.04 1.35 10.49
N -3.18 -2.38 -11.25
C -2.99 -3.70 -11.19
C -2.49 -4.36 -10.08
C -2.16 -3.61 -8.96
C -2.35 -2.24 -9.01
C -2.86 -1.68 -10.17
H -3.26 -4.25 -12.09
H -2.36 -5.43 -10.10
H -1.77 -4.08 -8.07
H -2.11 -1.61 -8.16
H -3.03 -0.61 -10.24
N -4.42 4.68 0.49
C -4.10 5.93 0.20
C -4.23 6.47 -1.08
C -4.71 5.66 -2.09
C -5.05 4.35 -1.80
C -4.90 3.91 -0.49
H -3.73 6.54 1.02
H -3.96 7.50 -1.26
H -4.82 6.04 -3.10
H -5.42 3.68 -2.56
H -5.12 2.90 -0.18
N 2.81 4.87 1.14
C 2.24 4.80 -0.06
C 2.96 4.68 -1.24
C 4.35 4.65 -1.16
C 4.95 4.72 0.09
C 4.14 4.84 1.21
H 1.16 4.83 -0.07
H 2.45 4.63 -2.19
H 4.95 4.56 -2.05
H 6.02 4.70 0.19
H 4.57 4.91 2.20
N -1.64 -6.86 -12.90
C -0.79 -5.84 -12.96
C 0.58 -5.98 -13.05
C 1.11 -7.26 -13.07
C 0.24 -8.34 -13.01
C -1.12 -8.09 -12.93
H -1.25 -4.85 -12.95
H 1.22 -5.11 -13.10
H 2.18 -7.41 -13.14
H 0.61 -9.35 -13.02
H -1.83 -8.90 -12.88
*
```

Atom charges from the Mulliken analysis, given in e for atoms 1 to 5: -1.29 0.24 -0.11 -1.53 -0.08


A structure of composition C17H25F3IrN6O8 at a distorted geometry, computed with ωB97M-V with the def2-TZVPD basis set.

Computed properties:
F_max   0.0354 Eh/bohr
Energy above the lowest of the compared OMol25 structures with the same formula, charge and spin   147.4 kJ/mol
Kohn-Sham gap (spin up / spin down)   8.8892 / 5.5183 eV
⟨S²⟩   8.77
Energy   -54329.942 eV

```
! wB97M-V def2-TZVPD RIJCOSX def2/J DEFGRID3
* xyz 2 6
Ir 0.21 -0.81 -1.47
N -1.63 -2.69 -1.38
C -1.77 -3.50 -0.24
C -3.06 -3.57 0.52
C -3.93 -2.31 0.66
C -3.39 -1.20 1.56
N -3.31 -1.61 2.96
C -2.43 -1.15 3.85
N -1.57 -0.19 3.53
N -2.42 -1.67 5.08
C 0.11 -2.77 1.02
O -0.05 -3.09 2.14
O 0.80 -2.26 0.17
H -2.46 -2.14 -1.56
H -1.34 -3.20 -2.21
H -1.26 -4.47 -0.33
H -2.86 -4.00 1.50
H -3.66 -4.33 -0.01
H -4.90 -2.63 1.04
H -4.13 -1.88 -0.32
H -4.06 -0.35 1.48
H -2.41 -0.88 1.22
H -4.02 -2.24 3.29
H -1.54 0.25 2.62
H -0.86 0.10 4.19
H -3.03 -2.42 5.34
H -1.78 -1.33 5.78
C 5.06 0.03 -0.34
C 4.84 0.99 -1.50
C 3.50 1.76 -1.44
C 3.36 2.71 -2.65
C 2.06 3.50 -2.66
C 3.49 2.60 -0.15
O 4.29 3.46 0.03
N 2.52 2.30 0.80
C 1.52 1.36 0.72
O 0.74 1.15 1.62
N 1.50 0.64 -0.47
C 2.38 0.77 -1.46
O 2.17 -0.01 -2.42
H 6.00 -0.50 -0.48
H 4.26 -0.72 -0.27
H 5.13 0.56 0.61
H 4.86 0.44 -2.45
H 5.63 1.74 -1.53
H 3.43 2.10 -3.55
H 4.21 3.38 -2.63
H 1.17 2.86 -2.62
H 2.00 4.09 -3.58
H 2.01 4.21 -1.83
H 2.53 2.85 1.65
O -0.23 0.43 -4.33
C -0.45 0.06 -3.29
F -2.34 3.21 0.15
C -2.91 2.32 -0.66
F -3.56 2.95 -1.62
F -3.79 1.59 0.05
C -1.81 1.38 -1.26
O -1.42 1.64 -2.40
O -1.40 0.47 -0.47
*
```

Atom charges from the Mulliken analysis, given in e for atoms 1 to 5: 2.56 -0.56 -0.64 -0.39 -1.06


A cluster of 4 separate species, C25H57F3NOS in total at a distorted geometry, computed with ωB97M-V with the def2-TZVPD basis set.

Computed properties:
F_max   0.1142 Eh/bohr
Kohn-Sham gap   7.7284 eV
Energy   -49362.980 eV

```
! wB97M-V def2-TZVPD RIJCOSX def2/J DEFGRID3
* xyz 1 1
N 5.43 -1.92 -0.52
C 4.56 -1.60 -1.73
C 4.66 -2.72 -2.93
C 4.43 -4.25 -2.30
C 2.82 -4.30 -1.88
C 2.35 -5.72 -1.21
S 0.76 -5.34 -0.23
C -0.41 -4.28 -1.28
O -1.00 -3.26 -0.40
C -0.80 -1.89 -0.92
F -1.63 -0.99 -0.04
F -1.33 -1.68 -2.30
F 0.61 -1.39 -0.78
H 5.09 -2.77 -0.01
H 6.44 -1.98 -0.78
H 3.43 -1.48 -1.37
H 4.84 -0.53 -2.19
H 3.70 -2.53 -3.62
H 5.61 -2.64 -3.60
H 5.15 -4.49 -1.41
H 4.58 -5.10 -3.10
H 2.54 -3.45 -1.08
H 2.20 -4.08 -2.87
H 2.18 -6.57 -2.02
H 3.22 -6.12 -0.51
H 0.21 -6.61 0.03
H -1.23 -5.04 -1.70
H 0.10 -3.80 -2.22
C -5.50 2.64 2.96
C -4.14 3.30 2.81
C -3.91 3.92 1.43
C -3.93 2.92 0.26
C -2.90 1.79 0.37
C -1.47 2.28 0.36
H -5.62 1.81 2.25
H -5.61 2.24 3.97
H -6.30 3.36 2.78
H -3.35 2.58 3.04
H -4.05 4.10 3.56
H -2.96 4.46 1.43
H -4.69 4.67 1.25
H -3.75 3.48 -0.67
H -4.93 2.49 0.17
H -3.04 1.12 -0.49
H -3.09 1.19 1.26
H -1.25 2.85 -0.55
H -0.78 1.44 0.41
H -1.26 2.93 1.22
C 11.02 -0.02 1.57
C 11.30 -0.92 0.38
C 11.44 -0.15 -0.93
C 10.18 0.61 -1.38
C 8.93 -0.26 -1.54
C 9.08 -1.31 -2.62
H 10.08 0.52 1.46
H 10.96 -0.61 2.49
H 11.82 0.72 1.70
H 10.52 -1.68 0.30
H 12.24 -1.46 0.57
H 11.74 -0.85 -1.72
H 12.26 0.57 -0.84
H 10.40 1.11 -2.33
H 9.96 1.41 -0.66
H 8.09 0.40 -1.81
H 8.66 -0.73 -0.59
H 9.30 -0.85 -3.59
H 8.15 -1.89 -2.72
H 9.88 -2.02 -2.39
C -9.38 2.77 3.80
C -9.10 1.87 2.61
C -8.96 2.64 1.29
C -10.22 3.40 0.85
C -11.47 2.53 0.68
C -11.32 1.47 -0.40
H -10.32 3.31 3.68
H -9.44 2.18 4.71
H -8.58 3.51 3.93
H -9.88 1.11 2.53
H -8.16 1.33 2.79
H -8.66 1.94 0.50
H -8.14 3.36 1.38
H -10.00 3.90 -0.10
H -10.44 4.20 1.57
H -12.31 3.18 0.42
H -11.74 2.06 1.63
H -11.10 1.94 -1.37
H -12.25 0.90 -0.50
H -10.52 0.77 -0.17
*
```

Atom charges from the Mulliken analysis, given in e for atoms 1 to 5: -0.55 -0.22 -0.43 -0.81 -0.54


A structure of composition C29H39As2N2OSV at a distorted geometry, computed with ωB97M-V with the def2-TZVPD basis set.

Computed properties:
F_max   0.0550 Eh/bohr
Kohn-Sham gap (spin up / spin down)   7.0935 / 6.6628 eV
⟨S²⟩   0.76
Energy   -193928.431 eV

```
! wB97M-V def2-TZVPD RIJCOSX def2/J DEFGRID3
* xyz 1 2
V -0.03 -0.44 -0.97
C -1.65 -1.41 -4.77
C -0.54 -1.73 -3.82
C -0.57 -2.87 -3.02
C 0.52 -3.21 -2.23
C 1.66 -2.43 -2.24
C 1.69 -1.26 -2.99
C 0.59 -0.90 -3.76
H -1.29 -1.49 -5.79
H -1.98 -0.38 -4.62
H -2.49 -2.09 -4.64
H -1.44 -3.53 -3.05
H 0.50 -4.13 -1.64
H 2.55 -2.74 -1.70
H 2.59 -0.65 -3.03
H 0.62 -0.01 -4.38
C -1.35 0.36 2.84
As -0.71 -0.77 1.36
C 0.62 -1.78 2.37
C -2.18 -2.05 1.20
C -2.42 -3.01 2.17
C -3.40 -3.97 1.98
C -4.15 -3.97 0.81
C -3.92 -3.00 -0.15
C -2.94 -2.03 0.02
As -2.52 -0.65 -1.30
C -4.10 -0.82 -2.48
C -3.25 0.91 -0.35
H -1.52 -0.29 3.71
H -2.29 0.87 2.61
H -0.58 1.09 3.07
H 0.20 -2.17 3.30
H 1.45 -1.12 2.61
H 1.00 -2.60 1.76
H -1.84 -3.02 3.08
H -3.58 -4.72 2.74
H -4.91 -4.71 0.66
H -4.51 -3.01 -1.06
H -5.00 -0.73 -1.87
H -4.13 -1.77 -3.03
H -4.08 0.00 -3.20
H -4.24 0.71 0.05
H -3.30 1.73 -1.07
H -2.57 1.22 0.45
C 1.72 4.14 2.18
C 2.15 4.35 0.73
N 1.21 3.77 -0.21
C 0.26 4.64 -0.87
C -1.02 4.83 -0.04
C 1.16 2.44 -0.34
S -0.10 1.79 -1.38
N 2.06 1.75 0.33
C 2.31 0.45 0.34
O 1.65 -0.44 -0.27
C 3.44 0.03 1.19
C 3.82 -1.31 1.22
C 4.84 -1.73 2.04
C 5.51 -0.82 2.84
C 5.16 0.52 2.80
C 4.12 0.95 1.99
H 2.47 4.55 2.85
H 1.61 3.08 2.39
H 0.77 4.64 2.38
H 3.12 3.87 0.57
H 2.24 5.41 0.51
H 0.00 4.20 -1.84
H 0.74 5.60 -1.04
H -1.43 3.86 0.22
H -1.76 5.37 -0.63
H -0.81 5.39 0.87
H 3.30 -2.02 0.59
H 5.12 -2.78 2.07
H 6.30 -1.15 3.49
H 5.69 1.23 3.41
H 3.83 1.98 1.98
*
```

Atom charges from the Mulliken analysis, given in e for atoms 1 to 5: 0.21 -1.52 1.23 -0.53 -0.54


A cluster of 3 separate species, C23H49ClFN2O4 in total, computed with ωB97M-V with the def2-TZVPD basis set.

Computed properties:
F_max   0.0162 Eh/bohr
Kohn-Sham gap   8.6675 eV
Energy   -51048.802 eV

```
! wB97M-V def2-TZVPD RIJCOSX def2/J DEFGRID3
* xyz 1 1
C 4.72 -2.97 3.13
C 4.10 -1.70 3.70
C 3.15 -1.01 2.73
Cl 2.71 0.62 3.30
C 1.91 -1.85 2.37
C 0.72 -1.71 3.33
O -0.40 -1.15 2.69
C -0.90 -1.92 1.61
C -1.69 -3.14 2.06
C -3.03 -2.77 2.70
N -3.83 -2.00 1.73
C -5.01 -2.77 1.29
C -5.72 -2.16 0.08
C -4.23 -0.73 2.29
C -4.18 0.44 1.35
O -4.53 -0.60 3.46
C 0.23 -2.35 0.65
C -0.19 -2.31 -0.84
C 0.40 -1.25 -1.76
F -1.57 -2.18 -0.91
N 1.44 -1.50 0.98
H 3.98 -3.77 3.06
H 5.48 -3.33 3.81
H 5.13 -2.82 2.14
H 4.90 -0.98 3.88
H 3.63 -1.86 4.67
H 3.71 -0.84 1.81
H 2.22 -2.89 2.34
H 0.46 -2.69 3.74
H 0.96 -1.06 4.17
H -1.60 -1.27 1.10
H -1.10 -3.79 2.71
H -1.90 -3.72 1.16
H -3.55 -3.70 2.95
H -2.86 -2.22 3.62
H -4.64 -3.76 0.99
H -5.69 -2.90 2.13
H -6.22 -2.93 -0.48
H -6.42 -1.38 0.36
H -4.96 -1.73 -0.58
H -4.56 0.18 0.37
H -4.78 1.25 1.75
H -3.15 0.79 1.23
H 0.54 -3.37 0.89
H 0.06 -3.29 -1.26
H -0.03 -0.28 -1.50
H 1.49 -1.22 -1.75
H 0.06 -1.48 -2.76
H 2.19 -1.75 0.35
H 1.22 -0.50 0.91
C 2.42 3.75 2.07
C 2.92 3.09 0.80
O 1.90 2.80 -0.13
C 1.21 3.95 -0.59
C 2.10 4.94 -1.31
H 1.60 3.17 2.50
H 3.23 3.82 2.80
H 2.05 4.76 1.88
H 3.37 2.12 1.04
H 3.71 3.69 0.34
H 0.67 4.43 0.23
H 0.45 3.57 -1.27
H 2.82 5.40 -0.64
H 1.50 5.74 -1.75
H 2.65 4.45 -2.11
C 0.78 1.79 -7.06
C -0.40 1.23 -6.28
O -0.14 1.05 -4.89
C 0.19 2.22 -4.17
C -0.90 3.28 -4.18
H 1.67 1.18 -6.89
H 0.55 1.79 -8.12
H 1.01 2.81 -6.77
H -0.65 0.24 -6.65
H -1.29 1.86 -6.42
H 1.13 2.64 -4.54
H 0.37 1.89 -3.15
H -1.06 3.70 -5.17
H -0.64 4.10 -3.51
H -1.85 2.85 -3.84
*
```

Atom charges from the Mulliken analysis, given in e for atoms 1 to 5: -1.19 -0.80 -0.03 -0.14 0.08


A cluster of 2 separate species, C3HCl3N2 in total at a distorted geometry, computed with ωB97M-V with the def2-TZVPD basis set.

Computed properties:
F_max   0.0978 Eh/bohr
Energy above the lowest of the compared OMol25 structures with the same formula, charge and spin   274.9 kJ/mol
Kohn-Sham gap   7.3075 eV
Energy   -43670.078 eV

```
! wB97M-V def2-TZVPD RIJCOSX def2/J DEFGRID3
* xyz 0 1
C 0.25 2.43 0.01
C 0.34 1.07 0.28
C -0.77 0.83 -1.93
N 0.10 3.59 -0.14
N 0.82 0.03 0.75
Cl 0.39 1.18 -3.15
Cl -1.29 -0.92 -1.70
Cl -2.18 1.84 -2.11
H 0.80 -0.86 0.33
*
```

Atom charges from the Mulliken analysis, given in e for atoms 1 to 5: 0.14 0.67 0.07 -0.37 -0.45


Q: energy of number 3 (C17H25F3IrN6O8)?
A: -54329.942 eV


Repeat the seventh record exactly.
A cluster of 2 separate species, C3HCl3N2 in total at a distorted geometry, computed with ωB97M-V with the def2-TZVPD basis set.

Computed properties:
F_max   0.0978 Eh/bohr
Energy above the lowest of the compared OMol25 structures with the same formula, charge and spin   274.9 kJ/mol
Kohn-Sham gap   7.3075 eV
Energy   -43670.078 eV

```
! wB97M-V def2-TZVPD RIJCOSX def2/J DEFGRID3
* xyz 0 1
C 0.25 2.43 0.01
C 0.34 1.07 0.28
C -0.77 0.83 -1.93
N 0.10 3.59 -0.14
N 0.82 0.03 0.75
Cl 0.39 1.18 -3.15
Cl -1.29 -0.92 -1.70
Cl -2.18 1.84 -2.11
H 0.80 -0.86 0.33
*
```

Atom charges from the Mulliken analysis, given in e for atoms 1 to 5: 0.14 0.67 0.07 -0.37 -0.45


Repeat the fourth record exactly.
A cluster of 4 separate species, C25H57F3NOS in total at a distorted geometry, computed with ωB97M-V with the def2-TZVPD basis set.

Computed properties:
F_max   0.1142 Eh/bohr
Kohn-Sham gap   7.7284 eV
Energy   -49362.980 eV

```
! wB97M-V def2-TZVPD RIJCOSX def2/J DEFGRID3
* xyz 1 1
N 5.43 -1.92 -0.52
C 4.56 -1.60 -1.73
C 4.66 -2.72 -2.93
C 4.43 -4.25 -2.30
C 2.82 -4.30 -1.88
C 2.35 -5.72 -1.21
S 0.76 -5.34 -0.23
C -0.41 -4.28 -1.28
O -1.00 -3.26 -0.40
C -0.80 -1.89 -0.92
F -1.63 -0.99 -0.04
F -1.33 -1.68 -2.30
F 0.61 -1.39 -0.78
H 5.09 -2.77 -0.01
H 6.44 -1.98 -0.78
H 3.43 -1.48 -1.37
H 4.84 -0.53 -2.19
H 3.70 -2.53 -3.62
H 5.61 -2.64 -3.60
H 5.15 -4.49 -1.41
H 4.58 -5.10 -3.10
H 2.54 -3.45 -1.08
H 2.20 -4.08 -2.87
H 2.18 -6.57 -2.02
H 3.22 -6.12 -0.51
H 0.21 -6.61 0.03
H -1.23 -5.04 -1.70
H 0.10 -3.80 -2.22
C -5.50 2.64 2.96
C -4.14 3.30 2.81
C -3.91 3.92 1.43
C -3.93 2.92 0.26
C -2.90 1.79 0.37
C -1.47 2.28 0.36
H -5.62 1.81 2.25
H -5.61 2.24 3.97
H -6.30 3.36 2.78
H -3.35 2.58 3.04
H -4.05 4.10 3.56
H -2.96 4.46 1.43
H -4.69 4.67 1.25
H -3.75 3.48 -0.67
H -4.93 2.49 0.17
H -3.04 1.12 -0.49
H -3.09 1.19 1.26
H -1.25 2.85 -0.55
H -0.78 1.44 0.41
H -1.26 2.93 1.22
C 11.02 -0.02 1.57
C 11.30 -0.92 0.38
C 11.44 -0.15 -0.93
C 10.18 0.61 -1.38
C 8.93 -0.26 -1.54
C 9.08 -1.31 -2.62
H 10.08 0.52 1.46
H 10.96 -0.61 2.49
H 11.82 0.72 1.70
H 10.52 -1.68 0.30
H 12.24 -1.46 0.57
H 11.74 -0.85 -1.72
H 12.26 0.57 -0.84
H 10.40 1.11 -2.33
H 9.96 1.41 -0.66
H 8.09 0.40 -1.81
H 8.66 -0.73 -0.59
H 9.30 -0.85 -3.59
H 8.15 -1.89 -2.72
H 9.88 -2.02 -2.39
C -9.38 2.77 3.80
C -9.10 1.87 2.61
C -8.96 2.64 1.29
C -10.22 3.40 0.85
C -11.47 2.53 0.68
C -11.32 1.47 -0.40
H -10.32 3.31 3.68
H -9.44 2.18 4.71
H -8.58 3.51 3.93
H -9.88 1.11 2.53
H -8.16 1.33 2.79
H -8.66 1.94 0.50
H -8.14 3.36 1.38
H -10.00 3.90 -0.10
H -10.44 4.20 1.57
H -12.31 3.18 0.42
H -11.74 2.06 1.63
H -11.10 1.94 -1.37
H -12.25 0.90 -0.50
H -10.52 0.77 -0.17
*
```

Atom charges from the Mulliken analysis, given in e for atoms 1 to 5: -0.55 -0.22 -0.43 -0.81 -0.54


Q: Which value of F_max does entry 6 give?
A: 0.0162 Eh/bohr